[1]
A 13-piece molecular cluster, C44H125N11O13 overall in a non-equilibrium geometry, computed with wB97M-V/def2-TZVPD.

Maximum force ... 2.726 eV/Å
HOMO level ... -8.746 eV
Relative energy (zero: lowest compared OMol25 entry of this formula, charge and spin) ... 40.5 kcal per mole
Orbital gap ... 0.33530 Ha
Total charge ... 0
2S+1 ... 1

Structure (XYZ):
```
193
C44H125N11O13 wB97M-V/def2-TZVPD
C 21.00 16.73 8.48
C 21.16 15.33 9.00
C 20.34 14.42 8.09
O 20.23 13.13 8.62
C 19.82 12.10 7.75
N 22.51 14.93 9.22
H 20.02 17.08 8.57
H 21.23 16.78 7.42
H 21.59 17.47 8.99
H 20.77 15.32 10.00
H 20.86 14.41 7.10
H 19.34 14.84 8.03
H 18.78 12.29 7.40
H 19.77 11.19 8.37
H 20.47 12.02 6.88
H 22.55 13.91 9.13
H 23.12 15.29 8.50
C 10.11 14.13 10.89
C 10.72 15.50 11.11
C 12.22 15.39 11.15
O 12.90 16.62 11.40
C 14.27 16.55 11.18
N 10.23 16.51 10.07
H 10.19 13.46 11.75
H 10.54 13.64 10.02
H 9.06 14.24 10.76
H 10.42 15.87 12.09
H 12.60 14.94 10.16
H 12.46 14.72 11.97
H 14.72 17.47 11.47
H 14.40 16.51 10.14
H 14.72 15.68 11.72
H 10.93 17.26 10.15
H 10.27 16.13 9.13
C 22.38 11.25 12.34
C 20.96 11.78 12.52
C 19.90 10.72 12.54
O 19.90 10.16 11.19
C 18.95 9.17 11.06
N 20.97 12.35 13.93
H 23.18 12.00 12.27
H 22.35 10.64 11.43
H 22.52 10.53 13.16
H 20.73 12.55 11.73
H 18.89 11.13 12.77
H 20.09 9.91 13.32
H 18.91 8.95 10.02
H 17.90 9.52 11.36
H 19.15 8.26 11.71
H 20.10 12.67 14.25
H 21.52 13.19 13.97
C 22.38 16.31 12.92
C 23.79 15.65 12.88
C 24.16 15.28 14.29
O 25.35 14.57 14.30
C 25.62 14.07 15.60
N 23.71 14.42 12.04
H 22.07 16.81 12.02
H 22.42 17.10 13.69
H 21.58 15.60 13.13
H 24.48 16.40 12.45
H 23.41 14.64 14.70
H 24.15 16.19 14.91
H 25.23 13.06 15.71
H 25.29 14.77 16.40
H 26.72 13.98 15.59
H 23.53 14.60 11.07
H 24.62 13.94 12.17
C 16.27 20.55 14.47
C 17.01 20.47 13.14
C 18.46 20.88 13.31
O 18.72 22.01 14.17
C 18.59 23.27 13.54
N 16.92 19.12 12.55
H 15.25 20.16 14.40
H 16.18 21.62 14.75
H 16.76 20.01 15.31
H 16.56 21.19 12.46
H 18.86 21.05 12.34
H 18.99 20.07 13.75
H 17.70 23.38 12.93
H 19.39 23.47 12.82
H 18.45 24.01 14.29
H 17.35 19.03 11.63
H 17.24 18.38 13.18
C 21.68 20.80 15.10
C 21.34 20.60 16.52
C 19.85 20.61 16.58
O 19.42 20.35 17.85
C 17.98 20.21 17.98
N 21.90 19.35 17.01
H 21.28 21.74 14.68
H 21.14 20.12 14.46
H 22.76 20.71 14.87
H 21.75 21.44 17.12
H 19.58 19.84 15.82
H 19.51 21.57 16.22
H 17.71 19.35 17.35
H 17.52 21.13 17.63
H 17.76 20.00 19.03
H 21.66 18.54 16.44
H 21.55 19.15 17.93
C 15.50 11.98 18.24
C 16.81 12.36 18.96
C 16.96 13.84 19.28
O 16.91 14.63 18.10
C 18.15 14.78 17.49
N 16.88 11.64 20.21
H 15.30 12.63 17.40
H 14.72 12.06 19.04
H 15.60 10.98 17.83
H 17.66 12.08 18.32
H 17.92 14.03 19.81
H 16.14 14.21 19.89
H 18.91 15.13 18.18
H 18.06 15.67 16.85
H 18.45 13.88 16.93
H 16.15 12.01 20.83
H 16.78 10.62 20.04
C 24.63 20.01 8.46
C 24.69 19.55 9.88
C 23.70 20.16 10.87
O 22.35 19.71 10.73
C 21.62 20.05 11.90
N 24.63 18.04 9.98
H 24.86 21.04 8.39
H 23.63 19.86 8.08
H 25.33 19.54 7.78
H 25.71 19.79 10.29
H 23.61 21.24 10.85
H 24.11 19.86 11.84
H 21.77 21.10 12.18
H 22.07 19.49 12.68
H 20.58 19.68 11.82
H 24.98 17.72 10.87
H 23.64 17.73 10.09
C 14.97 15.45 15.79
C 14.18 16.08 14.63
C 12.72 15.92 14.92
O 12.39 14.56 14.85
C 11.09 14.24 15.26
N 14.56 17.50 14.51
H 16.02 15.62 15.69
H 14.85 14.37 15.77
H 14.54 15.67 16.77
H 14.31 15.66 13.64
H 12.22 16.41 14.08
H 12.55 16.39 15.91
H 10.92 13.18 14.95
H 10.35 14.87 14.70
H 10.91 14.50 16.29
H 15.56 17.64 14.50
H 14.06 17.77 13.69
C 15.90 12.90 13.40
C 15.15 11.88 12.53
C 15.66 11.97 11.09
O 15.40 13.30 10.63
C 15.58 13.43 9.26
N 15.26 10.48 12.98
H 16.90 12.59 13.60
H 15.49 13.04 14.40
H 15.98 13.88 12.94
H 14.08 12.09 12.46
H 15.13 11.28 10.38
H 16.73 11.79 10.97
H 15.02 12.64 8.74
H 16.62 13.45 8.94
H 15.23 14.44 8.95
H 14.45 10.17 13.53
H 16.04 10.29 13.58
C 18.47 16.53 11.41
C 18.58 15.36 12.33
C 17.76 15.62 13.61
O 17.90 16.87 14.22
C 19.25 17.11 14.67
N 18.25 14.02 11.75
H 18.78 16.18 10.40
H 18.98 17.47 11.71
H 17.40 16.80 11.26
H 19.60 15.35 12.62
H 17.92 14.79 14.32
H 16.71 15.47 13.32
H 19.27 17.86 15.44
H 19.93 17.36 13.85
H 19.72 16.18 15.03
H 17.28 14.01 11.42
H 18.85 13.81 10.94
O 19.69 19.77 9.15
H 19.89 18.95 8.73
H 20.53 20.12 9.47
O 17.76 17.98 8.22
H 16.81 17.79 8.25
H 17.87 18.73 8.82
```



[2]
C20H26N8S2Ti as an isolated structure in a non-equilibrium geometry, computed with wB97M-V/def2-TZVPD.

Maximum force ... 4.049 eV/Å
HOMO level (spin up / spin down) ... -17.411 / -17.668 eV
Relative energy (zero: lowest compared OMol25 entry of this formula, charge and spin) ... 0.0 kcal per mole
Orbital gap (spin up / spin down) ... 0.26676 / 0.27227 Ha
Total charge ... +3
2S+1 ... 2

Structure (XYZ):
```
57
C20H26N8S2Ti wB97M-V/def2-TZVPD
Ti 0.35 -15.10 9.26
C 4.28 -16.48 11.62
C 3.39 -17.13 10.61
N 3.10 -18.40 10.66
N 2.28 -18.64 9.55
C 1.99 -17.46 8.89
S 0.79 -17.10 7.81
N 2.74 -16.51 9.55
N 2.52 -15.12 9.44
H 4.54 -17.27 12.32
H 3.72 -15.68 12.15
H 5.17 -16.02 11.11
H 1.86 -19.54 9.41
H 3.02 -14.59 10.19
H 2.82 -14.77 8.50
C 1.97 -11.22 10.22
C 1.43 -12.46 10.48
N 0.69 -13.11 9.53
C 0.39 -12.45 8.35
C 0.95 -11.17 8.10
C 1.76 -10.58 9.02
C 0.55 -10.58 6.85
C -0.38 -11.20 6.02
C -0.83 -12.51 6.23
C -1.76 -13.15 5.37
C -2.22 -14.38 5.80
C -1.83 -14.97 7.00
N -0.92 -14.35 7.84
C -0.48 -13.13 7.46
H 2.62 -10.74 10.99
H 1.61 -12.93 11.43
H 2.18 -9.58 8.75
H 0.94 -9.60 6.56
H -0.68 -10.69 5.14
H -2.01 -12.71 4.40
H -2.96 -14.88 5.22
H -2.23 -15.92 7.29
C -2.52 -11.83 12.30
C -2.57 -12.92 11.30
N -1.72 -14.11 11.67
C -1.81 -15.32 11.10
S -0.35 -16.32 11.07
N -2.97 -15.91 10.75
C -4.22 -15.88 11.60
C -5.47 -16.24 10.76
H -3.25 -11.03 12.14
H -1.57 -11.33 12.34
H -2.70 -12.30 13.29
H -2.29 -12.61 10.28
H -3.58 -13.31 11.15
H -0.90 -13.92 12.25
H -2.92 -16.78 10.18
H -4.39 -14.83 11.98
H -4.14 -16.52 12.43
H -5.33 -16.10 9.66
H -6.31 -15.59 11.05
H -5.72 -17.24 10.89
```